Molecular formula: C16H64BCrF4O16
Method: DFT, wB97M-V/def2-TZVPD

The calculation puts the HOMO-LUMO gap (spin up / spin down) at 7.338 / 7.660 eV. The HOMO energy (spin up / spin down) comes out at -0.4292 / -0.4292 Ha. Its expectation value of S² is 6.005. The calculation puts the lowest unoccupied orbital energy (spin up / spin down) at -4.34 / -4.02 eV. The value obtained for the total energy is -3320.336024 Eh. Its multiplicity is 5. Its total charge is +1.

Element x y z (Å)
Cr  0.654  -1.361  3.013
B  -0.176  0.020  0.009
F  0.158  -0.409  1.266
F  -0.498  1.344  0.040
F  0.838  -0.120  -0.832
F  -1.292  -0.647  -0.417
C  -3.108  0.738  -2.579
O  -3.837  0.419  -1.365
H  -2.038  0.777  -2.350
H  -3.445  1.687  -2.891
H  -3.360  0.015  -3.335
H  -3.313  -0.182  -0.884
C  0.183  0.050  -4.149
O  1.017  1.186  -4.341
H  0.328  -0.603  -5.021
H  -0.874  0.260  -4.123
H  0.522  -0.441  -3.239
H  1.001  1.611  -3.498
C  -2.968  3.749  -0.554
O  -4.246  4.028  -0.029
H  -2.467  2.793  -0.306
H  -2.296  4.546  -0.322
H  -2.946  3.654  -1.663
H  -4.912  3.704  -0.661
C  -4.015  -2.003  1.027
O  -4.018  -2.914  -0.049
H  -3.162  -1.427  1.218
H  -4.291  -2.487  1.957
H  -4.743  -1.247  0.899
H  -4.923  -3.229  -0.158
C  3.943  -2.032  2.873
O  2.708  -1.458  2.424
H  4.527  -1.241  3.258
H  4.453  -2.442  2.019
H  3.845  -2.906  3.634
H  2.957  -0.895  1.690
C  4.233  -1.379  -2.548
O  2.938  -0.989  -2.696
H  4.159  -2.494  -2.657
H  4.675  -1.216  -1.540
H  4.728  -0.898  -3.347
H  2.705  -1.102  -3.619
C  2.919  -3.246  -0.223
O  1.689  -2.590  -0.157
H  2.947  -3.933  -1.034
H  3.022  -3.860  0.708
H  3.715  -2.514  -0.206
H  1.694  -1.955  -0.876
C  -1.080  -4.985  -0.132
O  -1.542  -3.883  0.658
H  -0.374  -4.485  -0.794
H  -1.919  -5.434  -0.649
H  -0.502  -5.625  0.503
H  -2.095  -3.363  0.143
C  -1.648  -2.567  -2.529
O  -1.544  -3.813  -3.165
H  -0.744  -2.297  -1.973
H  -2.441  -2.455  -1.859
H  -1.769  -1.772  -3.233
H  -0.653  -3.811  -3.547
C  -3.197  1.366  1.936
O  -3.830  0.589  2.894
H  -3.654  2.356  1.831
H  -2.992  0.894  0.979
H  -2.260  1.568  2.404
H  -4.750  0.450  2.604
C  3.274  1.609  0.844
O  3.120  0.250  0.381
H  3.663  1.658  1.884
H  2.316  2.173  0.898
H  3.957  2.256  0.281
H  2.848  0.259  -0.547
C  -2.132  -2.210  4.032
O  -1.350  -1.097  3.516
H  -1.700  -2.836  4.796
H  -2.254  -2.816  3.111
H  -3.130  -1.889  4.383
H  -1.906  -0.295  3.538
C  0.295  3.862  -1.653
O  -0.216  2.624  -2.214
H  -0.364  4.453  -1.050
H  0.550  4.542  -2.464
H  1.185  3.671  -1.050
H  -0.427  2.054  -1.464
C  2.099  0.823  4.535
O  1.095  0.552  3.592
H  2.705  -0.043  4.832
H  1.651  1.231  5.444
H  2.853  1.586  4.238
H  0.763  1.411  3.250
C  3.227  2.215  -2.514
O  3.383  3.573  -2.309
H  3.916  1.740  -1.834
H  3.449  1.822  -3.520
H  2.229  1.968  -2.093
H  2.811  3.988  -2.959
C  -0.050  3.988  2.052
O  0.019  2.619  2.214
H  0.401  4.184  1.067
H  0.378  4.549  2.908
H  -1.094  4.253  1.997
H  -0.201  2.174  1.437